[1]
Here is the ion C3H6NO with charge +1 from the OMol25 dataset. Energies are from wB97M-V/def2-TZVPD.

```
! RIJCOSX wB97M-V def2-TZVPD def2/J DEFGRID3
* xyz 1 1
C 0.79473 1.23958 -0.55415
C -0.54056 0.76142 -0.69576
C 0.01029 0.18683 0.68583
N -0.21500 -1.37961 0.63706
O -1.19338 0.93775 0.47909
H 1.58301 1.04621 -1.29356
H 1.08564 2.11028 0.15578
H -0.96007 0.12856 -1.38695
H -1.11684 -1.56496 0.21783
H -0.10614 -1.65426 1.60353
H 0.65833 -1.81181 0.15131
*
```

## Properties
ΔE to the lowest compared entry with this formula, charge and spin = 4.076 eV
HOMO energy = -14.2 eV
Strongest force on any atom = 3.497 eV Å⁻¹
Structure (SMILES) = [NH3+][C@]12C[C@@H]1O2
HOMO-LUMO gap = 10.15 eV
Lowest unoccupied orbital energy = -4.0 eV
E_tot = -6733.901 eV

Atomic partial charges in e from the Mulliken method, atoms 1 to 2: number 1, C, carries -0.300; number 2, C, carries -0.151

---

[2]
Here is a cluster of 2 separate species, C13H21O in total from the OMol25 dataset. Energies are from wB97M-V/def2-TZVPD.

```
! RIJCOSX wB97M-V def2-TZVPD def2/J DEFGRID3
* xyz 1 1
C -0.10647 2.69086 -0.92410
C 0.37433 3.86009 -0.82963
C 0.80784 -1.58264 -0.58625
C 0.09090 -2.31030 -1.51801
C 1.81355 1.05414 0.34736
C -1.24088 0.59590 2.68599
C -1.74011 -0.63346 1.77690
C 0.17279 1.12360 2.29695
C -0.66139 -1.66883 1.61094
C 1.04588 0.15119 1.20445
C 0.44226 -1.07386 0.66618
C 0.71710 -2.60516 -2.82082
C -0.97053 0.89535 -2.16665
O -0.96686 1.82741 -1.11234
H -0.09464 4.80527 -1.05373
H 1.23652 4.13586 -0.32126
H 1.80808 -1.27061 -0.87446
H -0.94246 -2.46345 -1.35700
H 2.43608 0.73786 -0.39999
H 2.20540 1.77502 0.94659
H -1.86746 1.46516 2.57029
H -1.33543 0.29300 3.78477
H -2.58541 -1.01156 2.37517
H -1.88366 -0.13767 0.82460
H 0.21513 2.08465 1.83895
H 0.96930 1.17503 3.10797
H -0.29651 -1.97787 2.64466
H -0.95931 -2.64716 1.30448
H 1.76202 -0.33252 1.84362
H 0.07978 -2.19064 -3.69589
H 1.60351 -2.20520 -3.10000
H 0.69290 -3.65248 -2.91113
H -0.97327 1.42271 -3.14487
H -0.07272 0.31743 -2.17091
H -2.00758 0.40843 -2.18150
*
```

## Properties
ΔE to the lowest compared entry with this formula, charge and spin = 4.723 eV
HOMO energy (spin up / spin down) = -10.7 / -10.3 eV
Strongest force on any atom = 4.662 eV Å⁻¹
HOMO-LUMO gap (spin up / spin down) = 5.43 / 5.32 eV
Lowest unoccupied orbital energy (spin up / spin down) = -5.2 / -5.0 eV
E_tot = -15853.806 eV

Atomic partial charges in e from the Mulliken method, atoms 1 to 2: number 1, C, carries 0.563; number 2, C, carries -0.855

---

[3]
Here is a structure of composition C31H36AsCrN8OS2 from the OMol25 dataset. Energies are from wB97M-V/def2-TZVPD.

```
! RIJCOSX wB97M-V def2-TZVPD def2/J DEFGRID3
* xyz 1 5
Cr 1.31257 -0.15624 0.60525
C -0.15246 1.14264 4.37333
C 0.60396 0.95766 3.09628
N 0.39180 -0.06750 2.26407
N -0.45657 -1.05154 2.57555
C -0.40808 -1.99148 1.64928
O 0.37609 -1.83924 0.64588
C -1.22308 -3.19803 1.80064
C -2.16430 -3.28962 2.82610
C -2.97234 -4.40524 2.92013
C -2.82135 -5.45642 2.02806
C -1.86999 -5.38218 1.02366
C -1.08029 -4.25482 0.90094
C 1.61584 1.82630 2.61876
C 2.12989 2.94211 3.30581
C 3.15281 3.67147 2.75000
C 3.68024 3.27085 1.51521
C 3.12571 2.17847 0.88639
N 2.11687 1.46517 1.38815
H -0.76045 0.25859 4.55111
H -0.80855 2.01137 4.29396
H 0.51699 1.29788 5.21811
H -2.24486 -2.47797 3.53201
H -3.71789 -4.46549 3.69818
H -3.43498 -6.33757 2.13322
H -1.74898 -6.21085 0.34148
H -0.34306 -4.17441 0.11430
H 1.72300 3.20120 4.26871
H 3.55315 4.54126 3.24784
H 4.49117 3.80892 1.05127
H 3.50191 1.83996 -0.07180
N 1.96164 -0.08387 -3.56835
C 0.83132 0.30346 -4.28906
C 0.82436 0.19834 -5.67091
C -0.28126 0.61025 -6.40086
C -1.39903 1.10059 -5.75219
C -1.41055 1.18601 -4.36574
C -0.29638 0.80382 -3.64199
S -0.30324 0.99979 -1.86629
N 1.10506 0.23623 -1.37558
C 2.01792 -0.20515 -2.20740
C 3.14078 -0.83764 -1.57178
C 4.24848 -1.38440 -2.23193
C 5.25200 -1.97116 -1.49494
C 5.13604 -1.99217 -0.10314
C 4.01705 -1.43527 0.48088
N 3.03073 -0.87125 -0.21721
H 2.70734 -0.48731 -4.11429
H 1.69246 -0.19902 -6.17475
H -0.26129 0.54584 -7.47714
H -2.25926 1.42077 -6.31831
H -2.27870 1.55840 -3.84368
H 4.32107 -1.35431 -3.30738
H 6.10952 -2.41011 -1.97980
H 5.90422 -2.43545 0.50864
H 3.89088 -1.43270 1.55778
C -3.88553 -3.08211 -1.32678
N -4.19166 -2.53942 -0.02693
C -3.53775 -1.50244 0.50485
N -3.91882 -1.08026 1.72773
S -2.36151 -0.67553 -0.33475
H -4.64650 -3.80938 -1.59194
H -2.90467 -3.56408 -1.32245
H -3.87165 -2.28301 -2.06943
H -4.89329 -2.99846 0.53050
H -4.53284 -1.64114 2.29406
H -3.32987 -0.41025 2.19160
C -0.92995 4.44912 1.86579
As -0.64911 2.99830 0.53508
C 0.57546 4.06357 -0.58551
C -2.31264 3.34609 -0.47540
H -1.12743 5.39048 1.35170
H -0.03909 4.58003 2.47967
H -1.77445 4.23069 2.52055
H 0.10549 4.99974 -0.88127
H 0.86684 3.51644 -1.47962
H 1.47378 4.29608 -0.01779
H -2.58232 4.40059 -0.46564
H -3.13006 2.77091 -0.04391
H -2.18837 3.02509 -1.50656
*
```

## Properties
ΔE to the lowest compared entry with this formula, charge and spin = 1.141 eV
HOMO energy (spin up / spin down) = -9.3 / -9.8 eV
Strongest force on any atom = 2.387 eV Å⁻¹
HOMO-LUMO gap (spin up / spin down) = 5.93 / 6.14 eV
Lowest unoccupied orbital energy (spin up / spin down) = -3.4 / -3.6 eV
E_tot = -157626.888 eV

Atomic partial charges in e from the Mulliken method, atoms 1 to 2: number 1, Cr, carries -0.229; number 2, C, carries -1.692

---

[4]
Here is a structure of composition C37H39Cl4F2HgN7O2PTi from the OMol25 dataset. Energies are from wB97M-V/def2-TZVPD.

```
! RIJCOSX wB97M-V def2-TZVPD def2/J DEFGRID3
* xyz 2 4
Hg -3.21559 -14.86300 -12.95836
Ti -3.58039 -12.62037 -6.76713
O -4.13574 -12.92136 -8.88913
P -4.85791 -13.03749 -10.17310
O -4.28830 -13.88754 -11.25714
F -4.82309 -11.58177 -10.82778
F -6.38311 -13.38733 -9.92811
N -5.81332 -11.83447 -6.29583
C -5.97640 -10.76987 -5.47812
C -7.22842 -10.47778 -4.91308
C -8.34457 -11.26317 -5.26212
C -8.16051 -12.27318 -6.17270
C -6.88596 -12.55992 -6.65606
H -5.11887 -10.14160 -5.28411
H -7.26495 -9.71885 -4.14438
H -9.30183 -10.99293 -4.83991
H -8.99595 -12.90954 -6.43567
H -6.71208 -13.31442 -7.40737
N -5.21008 -14.58835 -14.14082
C -5.17268 -14.75582 -15.48758
C -6.15056 -14.34180 -16.38139
C -7.33935 -13.85988 -15.85472
C -7.45402 -13.71763 -14.47287
C -6.37847 -14.12466 -13.67841
H -4.23415 -15.02245 -15.95805
H -6.03199 -14.45651 -17.44861
H -8.27720 -13.61471 -16.33765
H -8.32815 -13.29507 -14.00143
H -6.52261 -13.96381 -12.61732
N -6.06753 -7.17214 -10.95176
C -6.74847 -6.36216 -10.12704
C -7.21396 -6.70694 -8.86921
C -7.10003 -8.03930 -8.49814
C -6.34652 -8.88112 -9.30447
C -5.85955 -8.42307 -10.52593
H -6.82074 -5.32956 -10.44548
H -7.72788 -5.98556 -8.25066
H -7.51929 -8.39122 -7.56872
H -6.16165 -9.90684 -9.00996
H -5.17588 -9.02810 -11.10542
N -4.65751 -17.00623 -12.56557
C -5.42650 -17.03716 -11.46265
C -5.89598 -18.23950 -10.92324
C -5.80792 -19.39009 -11.67713
C -5.11816 -19.35903 -12.87477
C -4.52683 -18.16772 -13.23699
H -5.65089 -16.13379 -10.91234
H -6.44898 -18.27638 -9.99471
H -6.20400 -20.37198 -11.44947
H -4.91692 -20.22161 -13.49339
H -3.99366 -18.08819 -14.17734
N -2.07105 -16.46027 -11.53539
C -1.31915 -17.51618 -11.94798
C -0.63981 -18.39741 -11.09095
C -0.73661 -18.18464 -9.73465
C -1.47321 -17.11382 -9.28142
C -2.12855 -16.31177 -10.19023
H -1.11735 -17.52620 -13.01130
H 0.10629 -19.06873 -11.49166
H -0.22816 -18.86834 -9.06793
H -1.50080 -17.01628 -8.20444
H -2.69326 -15.45530 -9.84171
N -3.09235 -12.67574 -14.46405
C -3.73390 -11.55568 -14.04110
C -3.41546 -10.27957 -14.48965
C -2.43193 -10.09868 -15.46182
C -1.83282 -11.25247 -15.95612
C -2.23132 -12.48873 -15.47650
H -4.52248 -11.73055 -13.32164
H -3.96303 -9.42035 -14.12617
H -2.19988 -9.11869 -15.85233
H -1.12450 -11.17317 -16.76906
H -1.71964 -13.32481 -15.94046
N -1.20738 -13.77937 -12.34002
C -0.02100 -14.09192 -12.87548
C 1.16560 -13.46032 -12.52953
C 1.16658 -12.40555 -11.63457
C -0.09018 -11.94540 -11.20456
C -1.19962 -12.71673 -11.50272
H 0.00488 -14.87721 -13.61985
H 2.06526 -13.81433 -13.01377
H 2.04558 -11.80034 -11.46202
H -0.16183 -11.07140 -10.57446
H -2.13675 -12.28767 -11.16975
C -9.09173 -15.30747 -9.18386
Cl -9.02837 -15.79749 -10.88970
Cl -10.58254 -14.43396 -8.75147
H -9.14393 -16.21695 -8.59128
H -8.23224 -14.74512 -8.83619
C -8.30853 -10.99941 -10.91721
Cl -7.32186 -10.84754 -12.38875
Cl -9.64130 -12.18016 -11.15593
H -7.66501 -11.38864 -10.13907
H -8.72238 -10.03194 -10.65607
*
```

## Properties
HOMO energy (spin up / spin down) = -11.0 / -13.2 eV
Strongest force on any atom = 2.271 eV Å⁻¹
HOMO-LUMO gap (spin up / spin down) = 6.18 / 8.37 eV
Lowest unoccupied orbital energy (spin up / spin down) = -4.8 / -4.9 eV
E_tot = -145619.709 eV

Atomic partial charges in e from the Mulliken method, atoms 1 to 2: number 1, Hg, carries 3.360; number 2, Ti, carries 0.363